Entry 1:
{
  "formula": "C7H12ClInMgN2O2PS2",
  "method": "ωB97M-V/def2-TZVPD",
  "energy_ha": -2521.4976,
  "e_lumo_ev": -8.3,
  "gap_ha": 0.0870,
  "total_charge": 1,
  "species": ["O", "P", "O", "In", "Cl", "C", "C", "C", "S", "C", "S", "N", "C", "C", "N", "C", "H", "H", "H", "H", "H", "H", "H", "H", "H", "H", "H", "H", "Mg"],
  "positions_angstrom": [[6.116340, -0.163355, 0.678316], [5.217240, 0.209899, -0.745528], [5.537142, 1.884324, -1.020122], [2.780948, 0.175486, 0.044536], [2.503117, -0.481605, 2.412144], [1.501652, -1.272763, -1.177785], [-0.013416, -0.979785, -0.728003], [-0.812306, -2.287161, -0.204066], [-1.547201, -1.827099, 1.469336], [-3.103137, -0.865063, 1.190344], [-4.543427, -1.737289, 1.206042], [-3.187902, 0.585508, 0.940450], [-2.766483, 1.306087, -0.257879], [-3.147475, 2.772454, 0.041251], [-3.717636, 2.816105, 1.368128], [-3.749617, 1.486733, 1.937594], [5.526102, -0.792823, 1.173636], [5.059403, 2.321115, -0.263688], [2.025610, 1.822627, -0.101967], [1.579955, -1.040937, -2.308415], [1.827750, -2.357821, -1.020781], [-0.633496, -0.509087, -1.591001], [-0.010063, -0.205095, 0.124532], [-1.648249, -2.540352, -0.950031], [-0.150958, -3.217471, -0.130167], [-2.279086, 0.854975, -1.188654], [-3.013039, 3.663391, -0.664582], [-4.146301, 1.264152, 2.978358], [-1.205469, -0.885151, -3.211997]],
  "forces_ev_per_angstrom": [[-2.7, 0.3, -2.0], [3.2, 2.1, 1.1], [-1.5, -3.0, 1.7], [-2.8, 0.1, 0.8], [0.4, 0.1, -1.2], [-0.8, -0.3, -1.1], [1.6, -1.4, 1.2], [-0.4, 1.2, -0.8], [0.0, 0.1, -0.5], [-2.3, -0.9, -1.3], [2.4, 1.5, 0.2], [0.4, 0.8, 0.7], [-1.5, 3.5, 2.3], [0.2, -4.9, 1.6], [0.9, -3.8, -0.7], [1.3, 3.5, -4.6], [0.9, 0.4, -0.1], [0.8, 0.2, -0.8], [0.7, -0.6, 0.0], [0.3, -0.3, 1.7], [-0.7, 1.5, -0.3], [0.9, 0.3, 1.5], [-0.5, -0.7, -1.5], [0.9, 0.2, 1.1], [-0.9, 1.5, 0.3], [-1.0, 0.5, 1.9], [-0.4, -1.5, 1.5], [0.7, 0.0, -1.8], [-0.3, -0.2, -1.0]],
  "lowdin_charge": [-0.315, 0.908, -0.330, 0.290, -0.094, -0.311, -0.440, -0.437, 0.821, -0.972, 0.721, -0.201, -0.046, -0.091, 0.005, -0.066, 0.045, 0.058, -0.039, 0.033, 0.059, -0.133, 0.074, 0.059, 0.104, 0.045, 0.108, 0.143, 0.999]
}

---

Entry 2:
{
  "formula": "C7H12F3N3O2",
  "method": "ωB97M-V/def2-TZVPD",
  "energy_ha": -887.9934,
  "e_lumo_ev": 0.5,
  "gap_ha": 0.2789,
  "de_lowest_ev": 3.7007,
  "species": ["C", "C", "C", "C", "C", "C", "C", "N", "N", "N", "O", "O", "F", "F", "F", "H", "H", "H", "H", "H", "H", "H", "H", "H", "H", "H", "H"],
  "positions_angstrom": [[0.396181, 0.874058, 1.094662], [1.025699, -0.127652, 0.611312], [2.559136, 1.955650, 2.005974], [1.061658, 2.184752, 1.745944], [-2.396825, -1.334231, -0.894903], [-1.077578, -0.876998, -1.277483], [-0.878694, 0.337537, -2.158635], [1.475142, -1.201083, 0.112840], [-0.080822, -1.851614, -1.669247], [-2.044666, -1.075045, 0.527568], [-2.252857, 0.071441, 0.969878], [-1.395833, -1.872691, 1.123579], [0.382649, 0.760648, -2.123621], [-1.063648, 0.093579, -3.560489], [-1.627382, 1.360847, -1.852012], [-0.730626, 0.703164, 1.378848], [2.996888, 2.746035, 2.640715], [2.553063, 1.010606, 2.607602], [3.152229, 1.701732, 1.074801], [0.420970, 2.462788, 2.627550], [0.880012, 2.932246, 0.926729], [-3.300436, -0.553744, -1.049362], [-2.652452, -2.414207, -1.124940], [1.735513, -1.866028, 0.898435], [0.866907, -1.632346, -0.850169], [0.404706, -1.688851, -2.543974], [-0.408931, -2.700594, -1.241601]],
  "forces_ev_per_angstrom": [[-0.4, 1.7, 2.6], [-0.7, -0.8, -0.5], [-0.4, -1.2, 0.5], [-1.1, -0.7, -2.2], [-2.3, 1.5, -0.4], [0.9, 2.6, -4.0], [-0.5, -2.0, 0.1], [1.5, 0.0, 2.8], [0.3, 0.5, 1.9], [-1.2, 2.0, 0.6], [-1.2, -0.6, -0.1], [1.1, -2.6, 1.6], [1.3, 0.1, 0.0], [-0.2, 0.1, 0.9], [-1.1, 0.8, 0.1], [1.8, 0.1, -1.0], [0.0, -0.3, -0.7], [0.5, 0.7, -0.2], [-0.7, 0.7, 1.0], [1.0, -0.3, -0.7], [0.3, -0.2, 1.0], [2.1, -2.0, -0.2], [0.2, 1.2, 0.7], [-0.3, 0.8, -1.4], [-0.5, 0.0, -0.7], [-0.7, -1.1, -0.5], [0.3, -1.2, -1.3]],
  "lowdin_charge": [-0.055, -0.144, -0.129, -0.214, -0.057, -0.309, -0.589, 0.123, 0.108, -0.422, -0.035, 0.035, 0.125, 0.028, 0.171, 0.126, 0.070, 0.077, 0.093, 0.116, 0.109, 0.183, 0.144, 0.150, 0.033, 0.140, 0.125]
}

---

Entry 3:
{
  "formula": "C7H12FN2P",
  "method": "ωB97M-V/def2-TZVPD",
  "energy_ha": -824.5024,
  "multiplicity": 3,
  "s_squared": 2.01,
  "e_lumo_ev": [1.0, -0.6],
  "gap_ha": [0.2431, 0.2900],
  "de_lowest_ev": 0.0000,
  "species": ["C", "C", "C", "C", "C", "C", "C", "N", "N", "F", "P", "H", "H", "H", "H", "H", "H", "H", "H", "H", "H", "H", "H"],
  "positions_angstrom": [[-0.674098, 0.079969, -1.170592], [0.961957, 1.446499, 0.027700], [2.059119, 2.100489, -0.418021], [1.883997, -1.368263, 1.429182], [-3.042763, 0.396085, -1.207243], [0.465048, -1.003378, 0.807763], [0.597345, -0.027690, -0.358980], [-0.050084, 2.090926, 0.831845], [-1.768659, 0.603052, -0.576157], [2.986047, 1.621183, -1.259569], [-1.694164, 1.479915, 0.863989], [-0.808713, -0.333570, -2.167482], [2.318431, -2.178081, 0.747729], [2.485435, -0.383151, 1.512072], [1.834923, -1.924902, 2.474304], [-3.554822, 1.317846, -1.181141], [-3.666952, -0.354675, -0.569564], [-3.134331, -0.015506, -2.268855], [-0.314650, -0.864525, 1.669772], [0.127196, -1.857312, 0.286597], [1.400963, -0.346765, -0.954023], [0.033089, 3.059137, 0.966705], [2.304172, 3.205828, -0.161870]],
  "forces_ev_per_angstrom": [[2.0, -1.2, -0.8], [-0.1, -0.2, 0.0], [-0.9, 2.3, 1.2], [-0.3, -0.5, 0.6], [-1.9, -2.2, 0.6], [0.6, -0.4, 2.5], [-1.3, 2.7, 0.9], [-0.2, -2.5, -1.1], [-0.6, 0.0, -0.8], [0.0, -0.7, 0.0], [0.7, 1.0, 1.0], [0.3, 0.0, 0.3], [0.0, 1.6, 0.8], [-0.6, -1.9, -0.1], [-0.1, 1.5, -2.0], [-0.9, 1.1, -0.1], [0.8, 1.1, -1.0], [1.1, 0.6, 1.4], [1.3, 0.6, -1.8], [-0.6, -1.4, -0.3], [1.0, -0.7, -1.0], [0.3, 1.4, 0.2], [-0.6, -2.0, -0.4]],
  "mulliken_spin": [0.741, -0.077, 0.120, 0.007, -0.015, 0.108, -0.010, 0.088, 0.194, 0.006, 0.815, 0.013, 0.000, 0.000, 0.000, -0.003, 0.018, 0.012, -0.002, -0.010, 0.003, -0.003, -0.003]
}

---

Entry 4:
{
  "formula": "C7H12MnO3",
  "method": "ωB97M-V/def2-TZVPD",
  "energy_ha": -1649.6997,
  "multiplicity": 6,
  "s_squared": 8.99,
  "e_lumo_ev": [-12.4, -9.1],
  "gap_ha": [0.0760, 0.2028],
  "total_charge": 2,
  "de_lowest_ev": 5.9382,
  "species": ["C", "C", "H", "H", "H", "H", "H", "O", "C", "O", "O", "C", "C", "C", "C", "Mn", "H", "H", "H", "H", "H", "H", "H"],
  "positions_angstrom": [[1.224482, -2.103847, 1.950261], [1.519159, -3.344116, 2.356605], [1.589509, -1.249457, -0.231819], [1.881612, -1.262370, 2.183589], [1.121650, -3.749547, 3.290228], [2.083724, -4.027792, 1.718650], [0.165980, -1.973606, 2.300855], [-2.835245, 4.101115, 0.100319], [-2.534443, 2.873647, 0.030583], [-3.282105, 2.010707, 0.578644], [-1.420157, 2.539829, -0.579865], [-1.061809, 1.155721, -0.617368], [0.222306, 1.058191, -1.421384], [0.660308, -0.282393, -1.763986], [1.888714, -0.852947, -1.370110], [-4.367795, 3.481989, 1.090208], [-1.868488, 0.580043, -1.088785], [-0.906191, 0.789035, 0.405150], [1.040965, 1.677353, -1.030427], [0.032302, 1.434604, -2.459479], [-0.044388, -0.926031, -2.305453], [2.165036, -1.770266, -1.901980], [2.724876, -0.159863, -1.234436]],
  "forces_ev_per_angstrom": [[-2.2, 1.1, 1.2], [0.9, -1.9, -0.7], [0.1, 0.4, -1.0], [0.3, 0.1, -1.6], [-1.0, -0.5, -0.8], [1.2, 0.3, 0.9], [1.0, 1.1, 0.5], [-0.9, -0.3, 0.4], [4.0, -1.1, -1.9], [-0.5, 0.2, 0.2], [-1.1, 1.0, 0.5], [-0.1, -1.1, 0.1], [0.6, 0.9, -1.0], [0.0, -1.0, 0.8], [0.1, -0.5, 0.3], [-1.6, 0.9, 0.9], [0.1, 0.1, 0.1], [-0.1, 0.1, -0.2], [-0.3, -0.2, 0.2], [-0.1, 0.2, 0.4], [0.1, 0.1, 0.2], [-0.1, 0.2, 0.2], [-0.2, -0.1, 0.3]],
  "mulliken_spin": [-0.008, -0.015, 0.003, -0.001, -0.001, -0.001, -0.003, -0.306, -0.005, -0.339, -0.025, -0.013, 0.002, 0.007, -0.002, 5.706, -0.001, 0.000, 0.000, 0.001, 0.001, 0.000, 0.000]
}

---

Entry 5:
{
  "formula": "C7H12N",
  "method": "ωB97M-V/def2-TZVPD",
  "energy_ha": -328.2888,
  "e_lumo_ev": -3.6,
  "gap_ha": 0.3934,
  "total_charge": 1,
  "de_lowest_ev": 3.8080,
  "smiles": "C#C[C@@H]([NH3+])C1(C)CC1",
  "species": ["C", "C", "C", "C", "C", "C", "C", "N", "H", "H", "H", "H", "H", "H", "H", "H", "H", "H", "H", "H"],
  "positions_angstrom": [[-3.015038, -0.704383, -0.505531], [-1.857799, -0.307737, -0.571243], [1.911046, 0.216464, -0.112474], [1.451789, -1.210952, -0.675223], [0.516730, -0.305303, 0.080833], [0.137159, -0.677483, 1.555136], [-0.600488, 0.391345, -0.722591], [-0.756873, 1.886807, -0.211064], [-3.790852, -1.305026, -0.229163], [2.477542, 0.139560, 0.736251], [2.343460, 0.968474, -0.776016], [1.403519, -1.259633, -1.779487], [1.674924, -2.053164, -0.178171], [-0.644595, -1.364364, 1.589185], [0.132362, 0.196946, 2.231214], [1.126430, -1.245238, 1.882670], [-0.265120, 0.305190, -1.741141], [-1.361893, 1.764313, 0.582825], [-1.111927, 2.318846, -1.082041], [0.229622, 2.245339, -0.073966]],
  "forces_ev_per_angstrom": [[4.4, 1.3, -0.1], [-2.9, 0.1, -0.2], [-0.7, -1.8, -1.8], [-0.8, 4.6, -1.7], [-1.2, 1.1, 0.5], [5.0, 0.2, -0.8], [1.1, -1.2, 1.2], [2.1, -1.7, -3.0], [-2.1, -1.0, 0.3], [1.4, -0.1, 2.1], [-0.8, -0.2, -0.3], [-0.2, -0.1, 0.9], [1.2, -2.8, 1.5], [-1.5, -0.8, 0.4], [-0.6, -0.4, -0.4], [-2.2, 0.9, -0.3], [-0.1, 1.0, -0.7], [-0.4, 0.9, 0.5], [-0.6, 0.5, 1.2], [-1.4, -0.4, 0.5]],
  "lowdin_charge": [0.209, -0.072, -0.049, 0.001, -0.486, 0.005, -0.233, 0.263, 0.028, 0.067, 0.117, 0.127, 0.065, 0.054, 0.093, 0.138, 0.152, 0.154, 0.181, 0.186]
}